102
Properties=species:S:1:pos:R:3 method="wB97M-V/def2-TZVPD" e_tot_ha=-2817.546810 homo_lumo_gap_ev=6.99 lumo_energy_ev=0.022
Pb 0.694 0.483 -0.593
C -1.815 1.023 2.177
C -0.830 -0.068 2.387
C -0.708 -0.871 3.519
C 0.304 -1.768 3.228
C 0.838 -2.851 4.091
N 0.753 -1.494 1.992
N 0.063 -0.461 1.480
B 1.803 -2.280 1.175
N 2.990 -1.386 0.776
N 2.854 -0.350 -0.068
C 4.063 0.062 -0.430
C 4.282 1.169 -1.398
C 5.019 -0.716 0.224
C 4.300 -1.621 0.984
C 4.856 -2.643 1.910
N 1.136 -2.780 -0.118
N 1.063 -1.987 -1.196
C 0.632 -2.717 -2.216
C 0.550 -2.155 -3.588
C 0.375 -4.020 -1.777
C 0.706 -4.020 -0.433
C 0.564 -5.124 0.553
H -2.787 0.600 1.920
H -1.931 1.600 3.092
H -1.487 1.683 1.383
H -1.274 -0.798 4.423
H 0.333 -2.830 5.053
H 0.680 -3.823 3.630
H 1.907 -2.722 4.244
H 2.193 -3.198 1.805
H 3.333 1.489 -1.823
H 4.748 2.022 -0.904
H 4.943 0.840 -2.200
H 6.085 -0.643 0.153
H 5.937 -2.529 1.957
H 4.445 -2.519 2.910
H 4.624 -3.648 1.567
H 1.138 -1.239 -3.631
H 0.935 -2.870 -4.312
H -0.477 -1.920 -3.862
H 0.010 -4.847 -2.349
H 0.124 -5.993 0.069
H 1.529 -5.403 0.974
H -0.088 -4.817 1.371
C 0.902 2.933 3.837
Si 1.714 2.923 2.082
C 3.054 1.603 2.331
C 2.656 4.581 1.889
N 0.730 2.630 0.691
C -0.188 3.567 0.334
C -0.776 4.469 1.246
C -1.695 5.426 0.887
C -2.129 5.546 -0.425
C -1.601 4.675 -1.361
C -0.662 3.742 -0.977
F -0.155 2.946 -1.995
H 1.672 2.866 4.602
H 0.251 2.072 3.964
H 0.321 3.826 4.055
H 3.606 1.839 3.235
H 3.765 1.575 1.518
H 2.632 0.613 2.456
H 3.297 4.762 2.744
H 1.989 5.431 1.794
H 3.287 4.565 1.006
H -0.481 4.381 2.275
H -2.088 6.087 1.647
H -2.842 6.301 -0.716
H -1.891 4.717 -2.400
O -4.818 -5.152 2.477
C -5.568 -4.564 1.462
N -5.108 -3.236 1.093
C -4.013 -3.094 0.294
O -3.392 -4.050 -0.125
C -3.656 -1.689 -0.070
C -4.586 -0.653 -0.136
C -4.155 0.603 -0.529
C -2.816 0.784 -0.843
N -1.930 -0.199 -0.786
C -2.337 -1.399 -0.418
H -3.953 -5.387 2.119
H -6.593 -4.492 1.834
H -5.547 -5.171 0.546
H -5.438 -2.453 1.634
H -5.630 -0.825 0.086
H -4.841 1.434 -0.578
H -2.446 1.754 -1.143
H -1.592 -2.180 -0.386
C 0.483 0.725 -6.425
Sb 0.290 1.575 -4.428
C -0.017 3.591 -5.174
C -1.846 1.194 -4.310
H -0.249 1.155 -7.101
H 0.341 -0.350 -6.382
H 1.478 0.927 -6.811
H -1.025 3.689 -5.559
H 0.686 3.815 -5.967
H 0.125 4.309 -4.376
H -2.302 1.387 -5.276
H -2.285 1.852 -3.570
H -2.041 0.167 -4.020



13
Properties=species:S:1:pos:R:3 method="wB97M-V/def2-TZVPD" smiles="C=CO.CO" e_tot_ha=-269.489948 homo_lumo_gap_ev=9.48 lumo_energy_ev=0.758
C -0.736 1.716 1.422
C 0.480 2.107 0.962
O 1.361 1.387 0.275
H -1.382 2.363 1.982
H -1.048 0.693 1.300
H 0.814 3.127 1.294
H 0.797 0.548 0.146
C -0.183 -2.208 -1.086
O 0.751 -1.166 -1.078
H -1.042 -2.064 -0.503
H -0.555 -2.380 -2.203
H 0.171 -3.392 -0.657
H 0.571 -0.732 -1.855



102
Properties=species:S:1:pos:R:3 method="wB97M-V/def2-TZVPD" total_charge=-2 e_tot_ha=-7760.519862 homo_lumo_gap_ev=4.72 lumo_energy_ev=3.195
K 1.115 -0.209 0.069
C -3.804 -0.693 1.172
C -2.970 0.045 0.343
N -2.108 0.932 0.825
C -2.070 1.049 2.146
C -2.882 0.288 2.977
N -3.767 -0.577 2.496
C -1.170 2.103 2.705
C -1.741 3.164 3.401
C -0.926 4.180 3.868
C 0.431 4.076 3.612
C 0.921 2.977 2.912
N 0.130 2.003 2.468
C 2.385 2.832 2.628
C 3.257 3.910 2.682
N 4.559 3.791 2.426
C 4.979 2.573 2.108
C 4.109 1.490 2.034
N 2.816 1.619 2.296
C -1.487 5.350 4.606
C -2.783 5.794 4.384
C -3.263 6.888 5.088
N -2.552 7.563 5.989
C -1.308 7.134 6.200
C -0.741 6.051 5.545
H -4.512 -1.398 0.756
H -3.006 -0.075 -0.734
H -2.803 0.376 4.055
H -2.810 3.167 3.577
H 1.109 4.848 3.948
H 2.909 4.910 2.911
H 6.036 2.443 1.910
H 4.470 0.503 1.777
H -3.414 5.315 3.647
H -4.273 7.242 4.913
H -0.731 7.682 6.937
H 0.268 5.750 5.791
C -2.533 -3.014 -2.050
C -3.091 -3.798 -1.049
C -2.503 -3.818 0.199
C -1.349 -3.057 0.453
N -0.812 -2.308 -0.528
C -1.392 -2.295 -1.729
C -0.711 -3.029 1.801
C -0.861 -4.159 2.624
C -0.306 -4.167 3.893
C 0.403 -3.044 4.324
C 0.554 -1.951 3.476
C 0.012 -1.873 2.171
H -2.961 -2.960 -3.042
H -3.991 -4.375 -1.239
H -2.946 -4.387 1.006
H -0.922 -1.654 -2.474
H -1.377 -5.051 2.273
H -0.400 -5.041 4.529
H 0.856 -3.046 5.313
H 1.158 -1.119 3.845
I 4.049 -2.353 1.546
I 6.106 -1.330 3.630
C 0.252 3.295 -2.751
C 1.473 2.686 -2.031
C 1.627 3.372 -0.671
O 1.391 1.324 -1.882
H 0.310 4.391 -2.757
H -0.660 2.992 -2.225
H 0.179 2.953 -3.784
H 2.368 2.976 -2.627
H 0.754 3.139 -0.049
H 1.718 4.463 -0.760
H 2.523 2.990 -0.174
C -2.613 -0.641 -4.853
Ge -1.264 -1.573 -5.920
C -1.937 -1.495 -7.772
C -1.172 -3.474 -5.444
C 0.508 -0.786 -5.777
Se 0.883 0.217 -4.034
C 1.836 -1.311 -3.288
H -3.528 -1.230 -4.763
H -2.855 0.306 -5.343
H -2.227 -0.409 -3.861
H -2.908 -1.995 -7.843
H -1.248 -1.974 -8.472
H -2.066 -0.453 -8.074
H -2.157 -3.947 -5.472
H -0.754 -3.605 -4.445
H -0.522 -3.986 -6.158
H 0.652 -0.056 -6.577
H 1.263 -1.566 -5.910
H 1.197 -2.193 -3.268
H 2.137 -1.067 -2.272
H 2.726 -1.517 -3.881
C 4.007 -4.376 -1.376
C 2.877 -4.301 -0.356
C 1.551 -4.746 -0.954
O 2.688 -2.982 0.114
H 4.128 -5.398 -1.748
H 4.950 -4.051 -0.932
H 3.778 -3.717 -2.219
H 3.118 -4.972 0.480
H 1.293 -4.110 -1.805
H 0.761 -4.654 -0.210
H 1.610 -5.785 -1.294



62
Properties=species:S:1:pos:R:3 method="wB97M-V/def2-TZVPD" multiplicity=2 s_squared=0.7567 e_tot_ha=-3107.610491 homo_lumo_gap_ev="7.69 / 6.45" lumo_energy_ev="0.417 / -0.206"
Cu -13.308 -6.013 -6.935
C -12.010 -6.380 -9.277
O -11.957 -5.215 -8.777
O -11.272 -6.827 -10.190
O -12.916 -7.173 -8.776
C -15.110 -3.591 -4.205
C -14.765 -5.049 -4.017
O -14.337 -5.712 -4.938
N -14.952 -5.580 -2.787
C -14.636 -6.951 -2.466
H -14.643 -3.003 -3.413
H -16.191 -3.467 -4.249
H -14.685 -3.312 -5.168
H -15.247 -4.956 -2.058
H -15.325 -7.310 -1.704
H -13.589 -7.062 -2.178
H -14.789 -7.578 -3.345
C -16.444 -9.165 -6.560
C -15.442 -8.445 -7.410
O -15.125 -7.303 -7.070
N -14.820 -8.997 -8.462
C -14.953 -10.401 -8.807
H -17.440 -8.888 -6.913
H -16.349 -8.715 -5.575
H -16.321 -10.244 -6.494
H -14.040 -8.465 -8.850
H -14.899 -11.078 -7.956
H -14.223 -10.656 -9.573
H -15.907 -10.611 -9.302
C -11.842 -1.922 -5.459
C -11.668 -3.409 -5.193
O -11.985 -4.291 -5.972
N -11.063 -3.693 -4.028
C -10.748 -5.065 -3.653
H -12.484 -1.500 -4.675
H -12.412 -1.635 -6.341
H -10.890 -1.396 -5.492
H -10.767 -2.967 -3.402
H -11.592 -5.586 -3.220
H -9.844 -4.990 -3.036
H -10.287 -5.621 -4.471
C -13.979 -2.594 -8.975
C -14.898 -3.691 -8.527
O -14.750 -4.300 -7.470
N -15.886 -4.055 -9.382
C -16.820 -5.171 -9.285
H -13.037 -3.122 -9.158
H -13.809 -1.886 -8.170
H -14.299 -2.157 -9.919
H -16.101 -3.409 -10.126
H -16.766 -5.474 -8.233
H -16.395 -5.999 -9.853
H -17.845 -4.910 -9.521
O -12.035 -7.378 -5.755
C -11.613 -8.519 -5.952
N -11.419 -9.000 -7.181
C -11.393 -9.451 -4.794
H -11.553 -8.389 -7.983
H -11.242 -9.973 -7.349
H -10.433 -9.965 -4.740
H -12.154 -10.234 -4.724
H -11.514 -8.878 -3.875



106
Properties=species:S:1:pos:R:3 method="wB97M-V/def2-TZVPD" multiplicity=2 total_charge=+1 s_squared=0.7619 e_tot_ha=-3869.326489 homo_lumo_gap_ev="7.67 / 7.00" lumo_energy_ev="-2.199 / -2.225"
V 1.972 -0.957 0.115
O 3.930 -1.037 0.726
C 3.935 -0.085 -0.151
O 3.361 -0.274 -1.292
C 4.393 1.279 0.240
C 5.731 1.608 0.388
C 6.072 2.872 0.846
C 5.081 3.785 1.187
C 3.743 3.446 1.044
C 3.389 2.200 0.541
P 1.667 1.610 0.256
C 0.787 2.457 1.609
C -0.220 3.395 1.417
C -0.834 3.998 2.508
C -0.458 3.663 3.799
C 0.543 2.721 4.002
C 1.160 2.125 2.912
C 1.207 2.465 -1.293
C 0.783 1.725 -2.387
C 0.497 2.342 -3.595
C 0.617 3.720 -3.716
C 1.041 4.474 -2.628
C 1.347 3.846 -1.429
H 6.502 0.883 0.158
H 7.114 3.141 0.960
H 5.352 4.759 1.573
H 2.977 4.153 1.343
H -0.549 3.642 0.416
H -1.615 4.728 2.345
H -0.939 4.136 4.646
H 0.853 2.461 5.006
H 1.976 1.430 3.088
H 0.679 0.651 -2.295
H 0.179 1.747 -4.442
H 0.395 4.204 -4.659
H 1.149 5.548 -2.717
H 1.701 4.446 -0.600
C -3.319 5.114 -0.546
C -2.540 5.182 -1.855
C -2.840 4.054 -2.839
C -2.495 2.660 -2.332
N -3.567 2.112 -1.501
C -3.401 1.186 -0.534
S -1.879 0.798 0.094
N -4.546 0.644 -0.075
C -4.687 -0.212 1.098
C -5.843 0.250 1.979
C -5.528 1.441 2.885
C -5.108 2.727 2.180
H -3.095 5.975 0.086
H -3.088 4.211 0.024
H -4.398 5.117 -0.727
H -1.463 5.178 -1.646
H -2.743 6.135 -2.349
H -2.272 4.221 -3.757
H -3.896 4.090 -3.137
H -1.587 2.682 -1.728
H -2.301 1.980 -3.164
H -4.503 2.258 -1.848
H -5.408 0.993 -0.465
H -3.748 -0.170 1.650
H -4.829 -1.246 0.776
H -6.142 -0.595 2.603
H -6.717 0.470 1.352
H -4.739 1.143 3.583
H -6.409 1.639 3.499
H -4.135 2.633 1.693
H -5.034 3.550 2.892
H -5.836 3.025 1.419
N 4.031 -11.488 1.489
C 3.835 -10.409 1.147
C 3.587 -9.048 0.714
C 3.595 -8.013 1.641
C 3.361 -6.711 1.233
C 3.112 -6.450 -0.105
C 3.104 -7.476 -1.037
C 3.344 -8.776 -0.625
N 2.861 -5.105 -0.542
C 2.864 -4.643 -1.846
C 2.584 -3.321 -1.783
N 2.381 -2.957 -0.459
C 2.568 -4.045 0.243
H 3.796 -8.226 2.682
H 3.403 -5.919 1.967
H 2.901 -7.286 -2.080
H 3.338 -9.580 -1.348
H 3.108 -5.268 -2.684
H 2.555 -2.600 -2.581
H 2.511 -4.107 1.316
N 1.007 -1.306 2.078
H 1.666 -1.099 2.825
H 0.661 -2.245 2.245
H 0.211 -0.681 2.208
C -1.299 -3.270 -2.269
C -1.210 -4.133 -0.997
C -0.997 -3.109 0.103
O -0.223 -2.082 -0.508
C -0.759 -1.900 -1.838
H -2.325 -3.184 -2.623
H -0.708 -3.701 -3.076
H -0.350 -4.802 -1.047
H -2.099 -4.739 -0.832
H -0.433 -3.507 0.949
H -1.939 -2.688 0.472
H 0.057 -1.542 -2.466
H -1.527 -1.130 -1.798



45
Properties=species:S:1:pos:R:3 method="wB97M-V/def2-TZVPD" e_tot_ha=-1146.362601 homo_lumo_gap_ev=9.19 lumo_energy_ev=-0.431
H 0.455 0.121 1.320
H -0.361 0.382 0.053
H 0.959 3.082 -0.797
H 2.450 2.782 -0.458
H -3.848 0.258 -2.330
H -4.948 0.550 -1.182
H -2.172 -3.989 -2.106
H -1.970 -3.392 -0.718
H 1.118 -2.783 1.914
H -0.047 -3.856 1.535
H -0.766 -1.448 -2.921
H -0.012 -0.656 -1.881
H -4.349 -0.511 1.262
H -5.542 0.481 1.857
H 4.366 -0.120 -0.355
H 4.536 -0.673 -1.718
H -0.083 -0.603 3.371
H -1.313 -1.079 2.758
H 2.445 1.382 1.804
H 1.348 1.892 2.787
H 3.203 -0.172 4.101
H 2.334 -0.656 2.883
H -0.124 1.238 -3.243
H 1.124 0.896 -2.429
H -2.149 2.555 0.961
H -2.395 1.990 2.362
H 1.254 -4.038 -2.801
H 0.948 -3.533 -1.407
H 0.419 5.456 -2.243
H 1.129 4.123 -2.176
O 0.533 0.623 0.495
O 1.812 3.072 -1.141
O -4.298 -0.086 -1.598
O -1.490 -3.494 -1.547
O 0.856 -3.667 1.964
O -0.195 -1.529 -2.147
O -4.580 0.375 1.723
O 4.572 -0.933 -0.831
O -0.806 -0.332 2.754
O 1.542 1.290 2.154
O 3.283 -0.636 3.299
O 0.762 1.249 -3.285
O -1.997 2.718 1.882
O 1.149 -3.206 -2.325
O 0.847 4.877 -1.603



49
Properties=species:S:1:pos:R:3 method="wB97M-V/def2-TZVPD" smiles="COCCn1c(SCC(=O)N2CCC[C@H](C)C2)nnc1-c1ccco1" e_tot_ha=-1505.104096 homo_lumo_gap_ev=8.77 lumo_energy_ev=0.594
C 2.000 1.008 -1.802
O 1.151 2.114 -2.005
C -0.148 1.939 -1.509
C -0.235 2.172 0.016
N -1.578 1.975 0.478
C -2.092 0.843 1.052
S -1.127 -0.545 1.485
C -1.671 -1.699 0.156
C -0.495 -1.989 -0.759
O -0.410 -1.427 -1.840
N 0.424 -2.872 -0.328
C 1.566 -3.180 -1.167
C 2.853 -2.660 -0.530
C 3.008 -3.231 0.876
C 1.770 -2.911 1.715
C 1.868 -3.509 3.113
C 0.524 -3.444 0.994
N -3.379 0.957 1.233
N -3.749 2.151 0.782
C -2.679 2.774 0.328
C -2.712 4.100 -0.211
C -3.793 4.932 -0.372
C -3.287 6.121 -0.936
C -1.945 5.930 -1.078
O -1.586 4.714 -0.643
H 2.311 0.922 -0.753
H 1.507 0.080 -2.111
H 2.880 1.179 -2.418
H -0.519 0.932 -1.749
H -0.767 2.681 -2.021
H 0.092 3.188 0.249
H 0.403 1.456 0.541
H -2.445 -1.187 -0.411
H -2.088 -2.590 0.621
H 1.398 -2.722 -2.143
H 1.622 -4.267 -1.287
H 3.703 -2.940 -1.153
H 2.813 -1.570 -0.481
H 3.898 -2.816 1.353
H 3.133 -4.316 0.819
H 1.668 -1.824 1.800
H 2.750 -3.132 3.624
H 0.992 -3.246 3.702
H 1.938 -4.593 3.062
H -0.358 -3.214 1.588
H 0.601 -4.534 0.893
H -4.803 4.698 -0.111
H -3.843 6.996 -1.201
H -1.166 6.559 -1.462